# 1
Entry from OMol25: a gas-phase ion, C7H7F3NO2 (charge -1) (ωB97M-V/def2-TZVPD).

The value obtained for the energy above the lowest of the compared OMol25 structures with the same formula, charge and spin is 0.0000 eV. For the highest occupied orbital energy, the calculation gives -4.21 eV. As for the SMILES: CN1C=C[C@@](C(=O)[O-])(C(F)(F)F)C1.

Geometry as ORCA input:
```
! RIJCOSX wB97M-V def2-TZVPD def2/J DEFGRID3
* xyz -1 1
C -0.314 0.081 1.379
C 0.989 0.477 1.188
C -1.667 -1.796 0.018
C 0.366 0.070 -1.003
C -1.033 -0.283 0.103
C 2.754 0.294 -0.459
C -2.181 0.688 -0.098
N 1.423 0.673 -0.119
O -1.118 -2.572 -0.769
O -2.510 -1.957 0.909
F -1.707 1.983 -0.202
F -2.833 0.585 -1.298
F -3.138 0.766 0.819
H -0.714 -0.180 2.261
H 1.751 0.727 2.054
H 0.479 -0.997 -1.260
H -0.073 0.679 -1.896
H 2.858 0.347 -1.580
H 3.419 1.048 -0.069
H 3.248 -0.635 0.023
*
```

Atom charges from the Mulliken analysis, given in e for atoms 1 to 4:
1. C -1.2343
2. C -0.3343
3. C 0.3324
4. C -0.8186

---

# 2
Entry from OMol25: C7H7F3O3S in the gas phase (ωB97M-V/def2-TZVPD).

For the highest occupied orbital energy, the calculation gives -10.52 eV. As for the SMILES: CS(=O)(=O)[C@@]1(F)[C@@H]2C=C[C@@H](O2)C1(F)F.

Geometry as ORCA input:
```
! RIJCOSX wB97M-V def2-TZVPD def2/J DEFGRID3
* xyz 0 1
C -1.058 2.380 0.145
C -0.698 1.835 -0.942
C -1.387 1.224 1.087
C -0.867 0.342 -0.750
C 0.027 0.678 1.442
C 0.370 -0.046 0.088
C 1.328 -2.292 -1.311
O -0.596 -2.553 0.445
O 1.593 -1.987 1.424
O -1.877 0.257 0.180
F 0.828 1.745 1.718
F 0.060 -0.115 2.516
F 1.625 0.463 -0.365
S 0.649 -1.910 0.338
H -1.109 3.296 0.546
H -0.282 2.221 -1.758
H -2.022 1.611 1.974
H -0.966 -0.229 -1.687
H 1.777 -3.227 -1.339
H 0.484 -2.145 -2.003
H 2.122 -1.548 -1.748
*
```

Atom charges from the Mulliken analysis, given in e for atoms 1 to 4:
1. C -0.6373
2. C -1.0212
3. C -0.2272
4. C 0.1678

---

# 3
Entry from OMol25: 2 unconnected molecules or ions with the total composition C7H7FS (ωB97M-V/def2-TZVPD).

The value obtained for the energy above the lowest of the compared OMol25 structures with the same formula, charge and spin is 2.6487 eV. For the highest occupied orbital energy, the calculation gives -8.23 eV.

Geometry as ORCA input:
```
! RIJCOSX wB97M-V def2-TZVPD def2/J DEFGRID3
* xyz 0 1
C 2.557 -0.542 -0.829
C 1.486 -0.820 0.063
C 2.907 0.756 -0.727
C 0.978 0.341 0.685
C -2.879 0.588 -0.554
C -1.814 1.161 -0.072
C -0.279 0.422 1.351
F -1.516 2.493 -0.249
S 1.911 1.710 0.237
H 3.331 -1.241 -1.173
H 1.177 -1.761 0.475
H 3.705 1.266 -1.208
H -3.554 1.181 -1.201
H -2.891 -0.456 -0.417
H -0.923 -0.451 1.747
H -0.551 1.197 1.909
*
```

Atom charges from the Mulliken analysis, given in e for atoms 1 to 4:
1. C -0.6307
2. C -0.3934
3. C -0.2455
4. C 0.6250

---

# 4
Entry from OMol25: a gas-phase ion, C7H7N2O4 (charge -1) (ωB97M-V/def2-TZVPD).

The value obtained for the energy above the lowest of the compared OMol25 structures with the same formula, charge and spin is 1.1927 eV. For the highest occupied orbital energy, the calculation gives -5.31 eV. As for the SMILES: C/C=C1/N=CC[N+]1(C(=O)[O-])C(=O)[O-].

Geometry as ORCA input:
```
! RIJCOSX wB97M-V def2-TZVPD def2/J DEFGRID3
* xyz -1 1
C -1.071 0.176 -2.209
C 0.521 -0.392 -0.843
C 1.593 -1.066 -0.422
C 0.026 1.675 1.013
C -1.423 -0.788 1.252
C -1.645 0.708 -0.855
C 2.279 -0.762 0.832
N 0.073 -0.365 -2.094
N -0.660 0.343 0.158
O -0.014 2.625 0.326
O -2.569 -0.464 1.484
O 0.348 1.398 2.169
O -0.739 -1.700 1.506
H -1.722 0.375 -3.097
H 1.935 -1.574 -1.270
H -1.659 1.820 -0.831
H -2.686 0.093 -0.831
H 3.084 -0.114 0.717
H 2.652 -1.639 1.441
H 1.678 -0.349 1.555
*
```

Atom charges from the Mulliken analysis, given in e for atoms 1 to 4:
1. C -0.0320
2. C 0.4729
3. C -0.3163
4. C 0.6458

---

# 5
Entry from OMol25: a gas-phase ion, C7H7N2O4P (charge -2) (ωB97M-V/def2-TZVPD).

The value obtained for the energy above the lowest of the compared OMol25 structures with the same formula, charge and spin is 1.5028 eV. For the highest occupied orbital energy, the calculation gives -0.65 eV. As for the SMILES: Cc1ccccc1/N=[N+](/[O-])P(=O)([O-])[O-].

Geometry as ORCA input:
```
! RIJCOSX wB97M-V def2-TZVPD def2/J DEFGRID3
* xyz -2 1
C -1.025 0.956 -2.529
C -0.516 2.018 -1.796
C -0.715 -0.369 -1.978
C 0.198 1.830 -0.637
C -0.151 -0.552 -0.759
C 0.432 0.558 -0.053
C 0.345 -1.863 -0.423
N 1.336 0.290 0.876
N 1.304 -0.030 2.120
O 2.720 -0.284 2.679
O -0.517 -1.773 2.847
O -0.371 0.396 4.232
O -1.117 0.459 1.765
P -0.413 -0.286 2.892
H -1.676 0.971 -3.414
H -0.782 3.050 -2.131
H -1.046 -1.189 -2.572
H 0.637 2.744 -0.198
H 1.200 -1.793 0.173
H -0.361 -2.528 0.159
H 0.517 -2.604 -1.250
*
```

Atom charges from the Mulliken analysis, given in e for atoms 1 to 4:
1. C -0.6148
2. C -0.3083
3. C -0.4985
4. C -0.6901

---

# 6
Entry from OMol25: C7H7N3S in the gas phase (ωB97M-V/def2-TZVPD).

The value obtained for the energy above the lowest of the compared OMol25 structures with the same formula, charge and spin is 3.1024 eV. For the highest occupied orbital energy, the calculation gives -9.17 eV.

Geometry as ORCA input:
```
! RIJCOSX wB97M-V def2-TZVPD def2/J DEFGRID3
* xyz 0 1
C 2.130 -0.664 0.638
C -0.287 -0.327 -0.658
C -0.595 1.029 -0.581
C -1.832 1.467 -0.111
C -2.826 0.526 0.140
C -2.549 -0.834 0.068
C -1.277 -1.251 -0.288
H 1.787 0.304 1.025
H 1.747 -1.442 1.286
H 0.160 1.756 -0.774
H -2.056 2.500 -0.030
H -3.828 0.873 0.398
H -3.331 -1.572 0.287
H -1.049 -2.328 -0.369
N 4.760 1.110 -0.456
N 4.048 0.328 -0.068
N 3.600 -0.660 0.555
S 1.397 -0.814 -1.062
*
```

Atom charges from the Mulliken analysis, given in e for atoms 1 to 4:
1. C -0.3407
2. C -0.1576
3. C -0.2293
4. C -0.5627

---

Please write out number 3 again, unchanged.
Entry from OMol25: 2 unconnected molecules or ions with the total composition C7H7FS (ωB97M-V/def2-TZVPD).

The value obtained for the energy above the lowest of the compared OMol25 structures with the same formula, charge and spin is 2.6487 eV. For the highest occupied orbital energy, the calculation gives -8.23 eV.

Geometry as ORCA input:
```
! RIJCOSX wB97M-V def2-TZVPD def2/J DEFGRID3
* xyz 0 1
C 2.557 -0.542 -0.829
C 1.486 -0.820 0.063
C 2.907 0.756 -0.727
C 0.978 0.341 0.685
C -2.879 0.588 -0.554
C -1.814 1.161 -0.072
C -0.279 0.422 1.351
F -1.516 2.493 -0.249
S 1.911 1.710 0.237
H 3.331 -1.241 -1.173
H 1.177 -1.761 0.475
H 3.705 1.266 -1.208
H -3.554 1.181 -1.201
H -2.891 -0.456 -0.417
H -0.923 -0.451 1.747
H -0.551 1.197 1.909
*
```

Atom charges from the Mulliken analysis, given in e for atoms 1 to 4:
1. C -0.6307
2. C -0.3934
3. C -0.2455
4. C 0.6250

---

Which of these has the lowest highest occupied orbital energy?
C7H7F3O3S

---

Repeat the first record exactly.
Entry from OMol25: a gas-phase ion, C7H7F3NO2 (charge -1) (ωB97M-V/def2-TZVPD).

The value obtained for the energy above the lowest of the compared OMol25 structures with the same formula, charge and spin is 0.0000 eV. For the highest occupied orbital energy, the calculation gives -4.21 eV. As for the SMILES: CN1C=C[C@@](C(=O)[O-])(C(F)(F)F)C1.

Geometry as ORCA input:
```
! RIJCOSX wB97M-V def2-TZVPD def2/J DEFGRID3
* xyz -1 1
C -0.314 0.081 1.379
C 0.989 0.477 1.188
C -1.667 -1.796 0.018
C 0.366 0.070 -1.003
C -1.033 -0.283 0.103
C 2.754 0.294 -0.459
C -2.181 0.688 -0.098
N 1.423 0.673 -0.119
O -1.118 -2.572 -0.769
O -2.510 -1.957 0.909
F -1.707 1.983 -0.202
F -2.833 0.585 -1.298
F -3.138 0.766 0.819
H -0.714 -0.180 2.261
H 1.751 0.727 2.054
H 0.479 -0.997 -1.260
H -0.073 0.679 -1.896
H 2.858 0.347 -1.580
H 3.419 1.048 -0.069
H 3.248 -0.635 0.023
*
```

Atom charges from the Mulliken analysis, given in e for atoms 1 to 4:
1. C -1.2343
2. C -0.3343
3. C 0.3324
4. C -0.8186